C2H4NP in the gas phase in a non-equilibrium geometry. Source: OMol25; level of theory: ωB97M-V/def2-TZVPD.

- HOMO level (alpha / beta): -9.48 / -9.41 eV
- Energy above the lowest of the compared OMol25 structures with the same formula, charge and spin: 82.5 kcal per mole
- E: -474.5423 a.u.
- Orbital gap (alpha / beta): 8.8463 / 7.8095 eV
- LUMO (alpha / beta): -0.64 / -1.60 eV

Structure (ORCA input):
```
! wB97M-V def2-TZVPD RIJCOSX def2/J DEFGRID3
* xyz 0 1
C -1.145 -0.100 0.247
C 0.004 -0.726 -0.416
N -2.048 0.270 -0.550
P 1.532 0.078 -0.179
H -0.934 0.150 1.216
H -0.287 -1.031 -1.436
H 1.578 -0.094 1.271
H 1.300 1.453 -0.154
*
```